Formula: C40H42F17O34S
Source: the Open Molecules 2025 dataset
Level of theory: ωB97M-V/def2-TZVPD

Computed properties:
DFT total energy in eV: -168800.0185
Orbital gap in eV: 8.9
Total charge: +1

XYZ file:
```
134
C40H42F17O34S (ωB97M-V/def2-TZVPD)
O -0.15845 1.29555 0.56704
C 0.56064 0.83720 1.49733
F -0.04360 0.02631 2.50402
C 2.13922 1.12946 1.50980
S 3.12188 -0.25071 0.75323
C 3.43356 -1.65423 1.93115
C 3.48031 -1.24689 3.48702
C 4.97326 -0.89152 3.97413
C 5.34238 -1.38619 5.45049
F 6.74865 -1.75737 5.41576
F 4.64472 -2.54896 5.89234
C 5.19957 -0.27262 6.60014
F 3.95629 0.40632 6.51171
F 6.32436 0.59595 6.61406
F 5.22932 -0.97454 7.85700
H 2.29891 2.05265 0.82778
H 2.51481 1.45607 2.55253
H 2.25449 -0.79073 -0.22523
H 4.43230 -2.13099 1.62929
H 2.62506 -2.46675 1.79395
H 2.99513 -2.12821 4.06611
H 2.82194 -0.33017 3.75332
H 5.76685 -1.26271 3.22258
H 5.07893 0.26650 3.97437
C 0.39066 5.31813 1.49178
C 1.41812 6.14490 0.79128
O 2.63361 5.71993 1.38115
C 2.42389 4.43003 1.74858
O 3.30237 3.65615 2.03352
O 1.09986 4.11103 1.74924
F 1.24724 7.45559 1.05747
H 0.06740 5.75885 2.43837
H -0.48837 5.13453 0.87269
H 1.46012 5.98825 -0.29070
C 3.84130 3.01001 8.91929
C 2.98011 3.20159 10.12599
O 2.42850 4.48710 9.92862
C 2.36785 4.65154 8.57697
O 1.71698 5.49450 8.02995
O 3.13481 3.73200 7.92214
F 3.72480 3.22158 11.25584
H 4.83947 3.44067 9.04054
H 3.94391 1.95913 8.64399
H 2.17520 2.46722 10.22560
C 8.54441 -3.60872 2.34792
C 9.09522 -4.18833 1.08542
O 8.01711 -4.06510 0.17637
C 7.31465 -2.97776 0.59329
O 6.49581 -2.40325 -0.07605
O 7.65546 -2.61125 1.86065
F 9.38096 -5.49976 1.23845
H 7.98286 -4.33855 2.93801
H 9.31969 -3.17062 2.97816
H 9.96954 -3.66179 0.69198
C 6.14750 -4.53264 -2.39974
C 5.05197 -5.47243 -2.01331
O 4.99716 -6.37276 -3.09953
C 6.26678 -6.40990 -3.60157
O 6.66933 -7.25342 -4.34740
O 7.02085 -5.37068 -3.14144
F 3.86196 -4.82515 -1.93076
H 5.79784 -3.71647 -3.03901
H 6.65268 -4.10802 -1.53642
H 5.23879 -6.02455 -1.08714
C -1.33066 11.05248 2.90468
C -0.75210 11.19418 1.53396
O -0.34611 9.87909 1.21692
C -1.19357 9.06450 1.90138
O -1.33229 7.89466 1.67562
O -1.87184 9.74059 2.87128
F 0.34299 11.99131 1.54884
H -0.57269 11.11288 3.69106
H -2.10656 11.79236 3.10793
H -1.46063 11.55131 0.78132
C -2.37084 0.49523 -3.10676
C -1.34339 1.32344 -3.80620
O -0.13157 0.89993 -3.21650
C -0.34262 -0.39320 -2.84799
O 0.53541 -1.16349 -2.56259
O -1.66525 -0.71129 -2.84856
F -1.51506 2.63993 -3.53908
H -2.69559 0.93548 -2.15928
H -3.24742 0.31186 -3.72591
H -1.30012 1.16732 -4.88796
C -5.74539 10.57547 1.77586
C -6.05924 9.13205 1.54698
O -5.20756 8.78165 0.47514
C -4.12466 9.59789 0.59182
O -3.08027 9.41537 0.03135
O -4.36962 10.64535 1.43037
F -7.34213 8.97153 1.14740
H -6.31805 11.24051 1.12310
H -5.90605 10.87756 2.81205
H -5.85466 8.48550 2.40544
C -6.59210 -2.56936 -3.57765
C -6.50608 -1.09207 -3.78265
O -5.11507 -0.84008 -3.73812
C -4.52534 -1.98492 -4.18808
O -3.38219 -2.06064 -4.54458
O -5.39663 -3.03280 -4.19035
F -7.09689 -0.42477 -2.76431
H -6.59000 -2.85025 -2.52054
H -7.47138 -3.00460 -4.05393
H -6.91231 -0.74596 -4.73752
C -7.00709 -6.68876 -1.40552
C -7.87120 -6.52074 -0.19721
O -8.43995 -5.24027 -0.38145
C -8.50251 -5.06270 -1.73031
O -9.16498 -4.22169 -2.26886
O -7.72398 -5.96459 -2.39483
F -7.12695 -6.50246 0.93328
H -6.01467 -6.24630 -1.27942
H -6.89053 -7.73515 -1.69217
H -8.66642 -7.26638 -0.10554
C -6.54718 -5.60919 -6.95967
C -7.62779 -4.62968 -7.28854
O -7.20684 -4.08324 -8.51974
C -6.48328 -5.06878 -9.12462
O -6.19426 -5.07422 -10.28545
O -6.13640 -6.05146 -8.24424
F -7.67755 -3.63314 -6.36977
H -5.69926 -5.14549 -6.44665
H -6.90990 -6.44228 -6.35512
H -8.61953 -5.07662 -7.40460
C 2.23017 -6.37683 -4.94260
C 0.92024 -5.67378 -4.78691
O 0.12252 -6.24664 -5.80137
C 0.60577 -7.51055 -5.97136
O 0.02106 -8.38216 -6.54691
O 1.83438 -7.66171 -5.39799
F 1.04717 -4.34840 -5.03617
H 2.87414 -5.90830 -5.69269
H 2.77940 -6.44568 -4.00332
H 0.44200 -5.82379 -3.81424
```

Mulliken atomic charge list, values in e, 2 entries:
1 O -0.4149
2 C 0.4869